This record from the Open Molecules 2025 dataset describes C22H32BCl3N12OSiTi as an isolated structure. The level of theory is ωB97M-V with the def2-TZVPD basis set.

Its total charge is +1. The highest occupied orbital energy (spin up / spin down) is -10.8 / -10.8 eV. The energy relative to the best compared isomer or geometry (same formula, charge and spin) is 0.0 kcal/mol. The lowest unoccupied orbital energy (spin up / spin down) is -2.62 / -2.34 eV. The spin multiplicity is 2. Its expectation value of S² is 0.75.

XYZ file:
```
73
Properties=species:S:1:pos:R:3:lowdin_spin:R:1
Ti -0.075 -0.361 -0.050 0.931
C 0.131 3.709 1.554 0.000
C 0.708 2.535 1.088 0.002
N -0.231 1.626 0.817 0.006
N -1.427 2.204 1.101 0.002
C -1.230 3.454 1.543 0.000
B -2.701 1.365 0.783 0.001
N -2.612 0.030 1.579 0.003
C -3.406 -0.411 2.568 0.000
C -2.928 -1.633 3.003 0.000
C -1.809 -1.871 2.211 0.001
N -1.620 -0.862 1.363 0.002
N -2.672 1.032 -0.744 0.003
C -3.476 1.451 -1.731 0.000
C -3.074 0.861 -2.916 0.000
C -1.984 0.076 -2.560 0.002
N -1.737 0.193 -1.254 0.004
N -4.005 2.042 1.124 0.000
C -5.247 1.559 0.842 0.000
C -6.161 2.339 1.496 0.000
C -5.377 3.286 2.184 0.000
N -4.090 3.102 1.966 0.000
H 0.621 4.618 1.854 0.000
H 1.747 2.301 0.910 0.000
H -2.072 4.059 1.828 0.000
H -4.254 0.166 2.896 0.000
H -3.344 -2.262 3.769 0.000
H -1.142 -2.720 2.193 0.000
H -4.283 2.137 -1.534 0.000
H -3.519 0.976 -3.888 0.000
H -1.370 -0.573 -3.166 0.000
H -5.383 0.694 0.213 0.000
H -7.233 2.244 1.483 0.000
H -5.701 4.093 2.822 0.000
C 2.861 -0.916 4.627 0.000
N 2.264 -1.428 3.400 0.004
C 2.178 -2.879 3.248 0.000
C 1.762 -0.619 2.498 0.003
O 1.218 -1.012 1.444 0.012
H 3.896 -1.247 4.699 0.000
H 2.308 -1.287 5.489 0.000
H 2.830 0.171 4.628 0.000
H 3.094 -3.325 3.629 0.000
H 2.045 -3.136 2.201 0.000
H 1.333 -3.262 3.821 0.000
H 1.842 0.448 2.723 0.000
C 4.055 -2.383 -3.062 0.000
C 3.750 -2.551 -1.589 0.000
N 2.842 -1.497 -1.136 0.006
C 2.413 -0.452 -1.868 0.003
N 1.367 0.257 -1.419 0.004
C 1.132 1.531 -2.115 0.003
C 1.255 1.349 -3.614 0.000
C 2.665 0.897 -3.918 0.000
N 3.082 -0.155 -2.992 0.000
C 4.285 -0.910 -3.340 0.000
H 3.218 -2.736 -3.665 0.000
H 4.937 -2.965 -3.326 0.000
H 4.672 -2.497 -1.004 0.000
H 3.278 -3.514 -1.394 0.000
H 2.321 -1.676 -0.291 0.003
H 1.849 2.287 -1.771 0.000
H 0.141 1.895 -1.849 0.000
H 1.042 2.278 -4.143 0.000
H 0.539 0.596 -3.948 0.000
H 3.363 1.737 -3.840 0.000
H 2.740 0.498 -4.930 0.000
H 5.143 -0.532 -2.775 0.000
H 4.482 -0.735 -4.396 0.000
Cl 0.338 -2.957 -3.087 -0.002
Si -0.284 -2.800 -1.074 0.004
Cl 0.884 -4.291 -0.114 -0.001
Cl -2.184 -3.641 -1.094 -0.003
```

***

This record from the Open Molecules 2025 dataset describes C38H73Br2N3O10S7 as an isolated structure. The level of theory is ωB97M-V with the def2-TZVPD basis set.

The highest occupied orbital energy is -7.9 eV. The lowest unoccupied orbital energy is -1.13 eV.

XYZ file:
```
133
Properties=species:S:1:pos:R:3:mulliken_charge:R:1
C -2.570 7.081 -2.641 -0.609
C -3.477 6.735 -3.711 -0.406
C -3.931 5.246 -4.108 -0.229
C -5.389 4.889 -3.452 -0.269
O -5.717 3.555 -3.920 -0.154
C -7.077 3.162 -3.517 -0.475
Br -8.124 3.475 -5.241 -0.145
N -7.667 4.051 -2.509 -0.328
C -8.690 4.719 -3.040 0.612
O -9.844 5.200 -3.083 -0.484
C -7.148 1.545 -3.195 1.717
C -6.394 1.102 -1.867 0.864
C -5.362 2.127 -1.180 -1.321
C -3.846 2.078 -1.729 0.404
C -3.159 0.708 -1.226 -0.523
C -8.697 1.022 -3.051 -1.487
C -9.589 1.660 -1.902 -0.558
C -10.938 2.286 -2.591 -0.515
C -12.114 1.181 -2.754 0.155
O -13.273 1.574 -3.130 -0.615
O -11.970 -0.209 -2.459 -0.230
C -13.061 -0.728 -1.656 -0.313
C -13.321 0.030 -0.261 -0.795
O -6.753 1.043 -4.466 -0.070
C -6.088 -0.163 -4.715 -0.792
C -4.500 -0.249 -4.286 1.331
C -3.689 -1.094 -5.438 -0.883
C -2.642 -2.156 -4.833 -0.543
S -1.176 -1.362 -3.976 -0.011
C -0.914 -2.135 -2.306 -0.103
S -2.038 -3.170 -1.560 -0.119
N 0.347 -1.906 -1.503 0.366
C 0.217 -1.347 -0.163 -0.146
C 1.716 -1.322 0.285 -0.248
N 2.519 -1.876 -0.824 -0.437
C 1.696 -2.236 -1.959 -0.387
C -6.881 -1.574 -4.509 -0.525
Br -8.693 -1.567 -5.413 -0.120
C -6.887 -2.222 -3.054 -0.284
C -5.565 -3.135 -2.713 -0.624
H -2.877 6.983 -1.527 0.229
H -1.534 7.522 -2.854 0.240
H -3.951 7.598 -4.313 0.283
H -3.935 5.123 -5.249 0.350
H -3.129 4.513 -3.694 0.123
H -5.235 4.976 -2.315 0.176
H -6.100 5.715 -3.837 0.309
H -5.802 0.101 -1.934 -0.867
H -7.163 0.866 -1.021 0.275
H -5.677 3.223 -1.151 0.289
H -5.292 1.797 -0.063 0.510
H -3.285 2.935 -1.172 0.507
H -3.725 2.307 -2.842 -0.383
H -2.400 0.871 -0.363 0.290
H -2.662 0.207 -2.127 -0.353
H -3.947 -0.032 -0.790 0.245
H -8.664 -0.126 -2.865 -0.127
H -9.277 1.119 -4.055 0.615
H -9.994 0.791 -1.239 0.423
H -9.084 2.380 -1.171 0.562
H -10.729 2.675 -3.664 0.287
H -11.363 3.104 -1.912 0.321
H -12.771 -1.821 -1.387 0.268
H -14.026 -0.829 -2.289 0.309
H -14.460 0.210 -0.174 0.253
H -12.720 0.990 -0.101 0.236
H -13.045 -0.674 0.618 0.292
H -5.963 -0.171 -5.887 0.346
H -4.331 -0.746 -3.275 -0.677
H -4.115 0.824 -4.381 0.086
H -4.388 -1.595 -6.198 0.433
H -3.055 -0.332 -6.050 0.351
H -3.178 -2.891 -4.134 0.048
H -2.190 -2.757 -5.720 0.451
H -0.743 -1.037 0.400 0.323
H 2.100 -0.936 1.300 0.300
H 1.959 -2.703 -2.965 0.363
H -6.281 -2.318 -5.175 0.502
H -7.741 -3.019 -3.077 0.562
H -7.182 -1.535 -2.184 0.158
H -5.922 -4.086 -2.150 0.407
H -5.214 -3.525 -3.751 0.087
H -4.756 -2.556 -2.149 -0.100
C 6.642 1.277 2.638 -0.787
S 5.064 0.406 2.520 0.519
O 4.996 -0.557 3.662 -0.629
C 5.484 -0.539 1.039 -0.830
H 6.622 1.908 3.528 0.323
H 7.459 0.558 2.722 0.138
H 6.780 1.902 1.755 0.389
H 6.374 -1.144 1.222 0.346
H 5.661 0.147 0.208 0.317
H 4.646 -1.193 0.795 0.213
C 9.683 -1.340 5.235 -0.853
S 9.624 0.460 5.101 0.533
O 10.504 0.855 3.958 -0.636
C 10.535 0.790 6.626 -0.858
H 9.198 -1.767 4.356 0.330
H 10.720 -1.677 5.278 0.278
H 9.148 -1.656 6.132 0.337
H 11.519 0.320 6.582 0.113
H 9.972 0.403 7.478 0.344
H 10.653 1.869 6.732 0.392
C 12.532 -0.905 9.463 -0.880
S 12.960 -1.827 7.970 0.514
O 11.739 -2.573 7.536 -0.604
C 14.055 -3.007 8.787 -1.066
H 11.816 -0.127 9.195 0.268
H 12.081 -1.575 10.198 0.300
H 13.430 -0.443 9.877 0.367
H 13.509 -3.546 9.564 0.328
H 14.903 -2.476 9.223 0.413
H 14.418 -3.716 8.042 0.364
C 18.034 -6.812 9.261 -0.978
S 16.646 -5.681 9.503 0.579
O 16.873 -4.962 10.794 -0.626
C 15.412 -6.965 9.807 -0.916
H 18.935 -6.222 9.092 0.311
H 18.169 -7.432 10.150 0.306
H 17.844 -7.441 8.389 0.352
H 15.711 -7.575 10.661 0.332
H 15.309 -7.588 8.917 0.359
H 14.457 -6.482 10.022 0.288
C 2.614 2.788 -4.972 -0.934
S 1.533 2.029 -3.740 0.545
O 1.781 2.723 -2.440 -0.634
C 2.382 0.440 -3.679 -0.422
H 2.281 3.813 -5.140 0.328
H 3.644 2.796 -4.611 0.286
H 2.549 2.229 -5.908 0.324
H 3.426 0.583 -3.395 0.432
H 2.321 -0.043 -4.656 0.391
H 1.882 -0.186 -2.936 -0.313
```

***

This record from the Open Molecules 2025 dataset describes a 2-piece molecular cluster, C4H8N4 overall. The level of theory is ωB97M-V with the def2-TZVPD basis set.

As for the SMILES: [H]/N=C(C)\C=N\[H].N#CN. The highest occupied orbital energy is -9.8 eV. The energy relative to the best compared isomer or geometry (same formula, charge and spin) is 46.6 kcal/mol. The lowest unoccupied orbital energy is 0.51 eV.

XYZ file:
```
16
Properties=species:S:1:pos:R:3:mulliken_charge:R:1
H -0.018 -1.825 0.086 0.312
N 0.809 -1.412 -0.343 -0.683
C 0.982 -0.197 -0.037 0.751
C 2.264 0.441 -0.483 -1.211
C 0.257 0.464 1.147 -0.245
N -0.764 1.195 0.964 -0.491
H -0.843 1.963 1.627 0.224
H 2.121 1.467 -0.816 0.340
H 2.711 -0.136 -1.288 0.343
H 3.013 0.451 0.309 0.302
H 0.944 0.640 1.986 0.350
N -2.719 -1.651 0.882 -0.454
C -2.557 -1.087 -0.122 0.395
N -2.341 -0.244 -1.111 -0.510
H -2.041 -0.655 -1.983 0.277
H -1.821 0.585 -0.816 0.302
```

***

This record from the Open Molecules 2025 dataset describes C31H51BaBrN2OP2 as an isolated structure. The level of theory is ωB97M-V with the def2-TZVPD basis set.

Its total charge is +2. The highest occupied orbital energy (spin up / spin down) is -12.3 / -12.4 eV. The energy relative to the best compared isomer or geometry (same formula, charge and spin) is 94.7 kcal/mol. The lowest unoccupied orbital energy (spin up / spin down) is -6.49 / -9.17 eV.

XYZ file:
```
89
Properties=species:S:1:pos:R:3:mulliken_charge:R:1
N -7.211 5.714 -6.900 -0.573
C -6.882 6.319 -5.753 -0.304
C -6.157 5.665 -4.743 -0.411
C -5.724 4.339 -4.957 0.411
C -6.056 3.731 -6.186 -0.464
C -6.830 4.449 -7.113 -0.305
C -4.895 3.660 -3.962 -0.591
Ba 0.460 0.645 0.630 1.594
P 6.152 -0.911 -1.055 0.332
C -3.752 3.003 -4.276 -0.320
C -2.893 2.349 -3.307 1.270
C -1.766 1.629 -3.746 -0.802
C -0.938 0.959 -2.820 -1.032
C -1.283 1.002 -1.495 0.404
C -2.341 1.742 -1.013 -0.110
C -3.164 2.429 -1.919 -1.078
Br 2.067 -1.566 1.834 -0.667
H -5.236 3.740 -2.931 0.335
H -3.441 2.994 -5.324 0.423
H -5.884 6.198 -3.832 0.369
H -5.730 2.720 -6.423 0.433
H -7.195 7.361 -5.616 0.351
H -7.136 3.984 -8.057 0.350
H -1.529 1.578 -4.814 0.373
H -4.006 3.016 -1.558 0.268
H -0.055 0.436 -3.185 0.550
H -2.583 1.818 0.054 0.357
P -0.526 -1.963 -1.013 0.322
C 5.588 0.842 -0.922 -0.440
C 6.670 1.825 -1.374 -1.198
H 5.332 0.999 0.135 0.489
H 4.679 0.955 -1.529 0.287
H 6.491 2.803 -0.915 0.354
H 7.671 1.489 -1.077 0.366
H 6.664 1.965 -2.461 0.329
C 5.319 -1.354 -2.646 0.024
C 5.993 -2.512 -3.384 -1.201
H 5.344 -0.443 -3.261 0.466
H 4.272 -1.595 -2.414 -0.165
H 5.707 -2.486 -4.442 0.374
H 7.086 -2.448 -3.328 0.369
H 5.682 -3.483 -2.982 0.329
C 5.007 -1.708 0.156 -0.113
C 5.717 -2.070 1.461 -1.232
H 4.597 -2.603 -0.334 0.451
H 4.169 -1.025 0.355 0.007
H 5.141 -2.841 1.982 0.346
H 6.730 -2.448 1.275 0.445
H 5.784 -1.206 2.131 0.317
C -0.452 -3.415 0.148 -0.174
C -1.596 -4.427 0.205 -1.269
H -0.282 -2.977 1.147 0.121
H 0.491 -3.918 -0.119 0.546
H -2.529 -3.984 0.577 0.256
H -1.788 -4.893 -0.771 0.301
H -1.291 -5.219 0.903 0.411
C 0.566 -2.568 -2.381 -0.267
C 0.059 -2.552 -3.826 -1.413
H 0.862 -3.587 -2.087 0.511
H 1.466 -1.931 -2.318 -0.158
H -0.442 -3.490 -4.094 0.373
H -0.628 -1.729 -4.047 0.303
H 0.924 -2.443 -4.493 0.355
C -2.203 -2.099 -1.738 -0.625
C -3.272 -1.573 -0.774 -1.375
H -2.375 -3.153 -2.020 0.657
H -2.176 -1.469 -2.643 0.416
H -4.010 -0.980 -1.326 0.336
H -3.814 -2.390 -0.285 0.376
H -2.868 -0.925 0.015 0.156
O -1.673 0.494 2.082 -0.442
C -1.614 0.413 3.346 0.146
C -0.277 0.294 4.054 0.716
C -0.001 1.442 5.017 -0.895
C -0.634 1.215 6.387 -0.686
C -2.157 1.283 6.364 -0.619
C -2.815 0.180 5.535 -0.727
N -2.745 0.415 4.076 -0.096
H -0.273 -0.689 4.556 0.330
H 0.562 0.233 3.329 -0.750
H 1.085 1.528 5.139 0.395
H -0.346 2.399 4.594 0.320
H -0.318 0.234 6.774 0.310
H -0.260 1.985 7.074 0.343
H -2.522 1.179 7.395 0.341
H -2.489 2.264 5.999 0.315
H -2.360 -0.790 5.780 0.304
H -3.878 0.127 5.795 0.432
H -3.612 0.327 3.554 0.339
```

***

This record from the Open Molecules 2025 dataset describes one molecule with the formula C23H34N2O5. The level of theory is ωB97M-V with the def2-TZVPD basis set.

As for the SMILES: COCCC(=O)N1CCC(Oc2ccc(C(=O)N3CCCC[C@H]3COC)cc2)CC1. The highest occupied orbital energy is -8.7 eV. The energy relative to the best compared isomer or geometry (same formula, charge and spin) is 30.3 kcal/mol. The lowest unoccupied orbital energy is 0.54 eV.

XYZ file:
```
64
Properties=species:S:1:pos:R:3:mulliken_charge:R:1
C 8.049 5.031 -2.663 -0.723
O 6.976 4.277 -2.166 -0.302
C 6.575 3.251 -3.048 -0.622
C 5.417 2.494 -2.409 -0.614
C 4.932 1.388 -3.333 0.903
O 5.435 1.196 -4.424 -0.669
N 3.928 0.607 -2.867 0.054
C 3.158 0.807 -1.664 -1.029
C 1.750 1.298 -2.016 -0.595
C 1.062 0.285 -2.943 0.013
O 0.867 -0.959 -2.291 -0.345
C -0.176 -1.136 -1.438 0.735
C -1.125 -0.177 -1.098 -0.022
C -2.146 -0.496 -0.218 -0.418
C -2.242 -1.764 0.338 -0.014
C -3.405 -2.142 1.200 0.392
O -4.226 -2.955 0.811 -0.684
N -3.505 -1.526 2.402 0.183
C -2.498 -0.660 2.972 -0.574
C -2.018 -1.210 4.316 -0.824
C -3.202 -1.364 5.264 -0.635
C -4.241 -2.287 4.634 -1.051
C -4.658 -1.817 3.238 -0.304
C -5.608 -0.601 3.294 -0.728
O -6.823 -0.874 3.945 -0.392
C -7.738 -1.637 3.195 -0.693
C -1.302 -2.727 -0.018 -0.744
C -0.277 -2.415 -0.883 -0.876
C 1.946 0.015 -4.165 -1.008
C 3.351 -0.403 -3.731 -1.048
H 8.275 5.786 -1.912 0.240
H 8.934 4.404 -2.830 0.297
H 7.787 5.522 -3.608 0.294
H 7.409 2.562 -3.244 0.373
H 6.259 3.674 -4.013 0.365
H 5.754 2.073 -1.460 0.329
H 4.609 3.200 -2.207 0.272
H 3.648 1.512 -0.997 0.489
H 3.073 -0.158 -1.150 0.239
H 1.173 1.423 -1.099 0.499
H 1.808 2.260 -2.528 0.410
H 0.094 0.682 -3.285 0.395
H -1.091 0.818 -1.512 0.383
H -2.882 0.255 0.029 0.459
H -1.660 -0.587 2.278 0.538
H -2.918 0.343 3.115 0.198
H -1.273 -0.533 4.735 0.380
H -1.547 -2.182 4.155 0.310
H -3.641 -0.386 5.466 0.331
H -2.870 -1.783 6.215 0.355
H -5.136 -2.332 5.256 0.342
H -3.824 -3.293 4.555 0.409
H -5.187 -2.631 2.729 0.667
H -5.158 0.211 3.869 0.282
H -5.790 -0.250 2.266 0.372
H -8.663 -1.648 3.769 0.271
H -7.396 -2.666 3.046 0.284
H -7.921 -1.181 2.215 0.307
H -1.384 -3.723 0.390 0.440
H 0.459 -3.152 -1.163 0.429
H 1.499 -0.778 -4.765 0.442
H 2.004 0.922 -4.767 0.408
H 4.003 -0.514 -4.598 0.442
H 3.299 -1.349 -3.185 0.383
```

***

This record from the Open Molecules 2025 dataset describes one molecule with the formula C5H10O3. The level of theory is ωB97M-V with the def2-TZVPD basis set.

As for the SMILES: CC(C)(CO)C(=O)O. The highest occupied orbital energy is -9.4 eV. The energy relative to the best compared isomer or geometry (same formula, charge and spin) is 44.7 kcal/mol. The lowest unoccupied orbital energy is 0.70 eV.

XYZ file:
```
18
Properties=species:S:1:pos:R:3:mulliken_charge:R:1
C 0.928 0.393 1.266 -1.678
C 0.239 -0.278 0.082 1.737
C 0.098 -1.782 0.276 -1.718
C 0.779 0.076 -1.243 -0.863
O -0.513 0.947 -1.852 -0.587
C -1.274 0.397 -0.160 0.625
O -2.253 -0.314 -0.139 -0.648
O -1.321 1.664 0.385 -0.505
H 0.353 0.216 2.175 0.359
H 1.924 -0.029 1.412 0.436
H 1.026 1.467 1.121 0.378
H -0.430 -2.234 -0.562 0.397
H 1.082 -2.248 0.352 0.437
H -0.476 -1.983 1.179 0.353
H 0.788 -0.699 -2.004 0.306
H 1.670 0.704 -1.255 0.310
H -0.411 1.908 -1.779 0.338
H -2.209 1.795 0.747 0.324
```

***

Q: Which energy values were calculated for the entries above? A: -112504.890, -281447.864, -10236.222, -127301.490, -37620.732, -11488.248, in eV.
Q: Which largest force on an atom values were calculated for the entries above? A: 0.21, 7.57, 2.82, 4.17, 0.75, 3.99, in eV/Å.